# 1
7 unconnected molecules or ions with the total composition C4H23NO7. Source: OMol25; level of theory: ωB97M-V/def2-TZVPD.

Values from the calculation:
strongest force on any atom: 0.053 hartree/bohr
HOMO energy: -8.999 eV
SMILES: COC[C@H](C)N.O.O.O.O.O.O
calculated total energy: -20342.4282 eV
orbital gap: 9.361 eV

ORCA input file:
```
! RIJCOSX wB97M-V def2-TZVPD def2/J DEFGRID3
* xyz 0 1
C 1.519 -1.799 -1.898
O 2.118 -1.474 -3.153
C 1.357 -1.696 -4.321
C 2.495 -1.539 -5.506
C 1.897 -1.654 -6.871
N 3.563 -2.506 -5.218
H 1.275 -2.855 -1.780
H 0.625 -1.204 -1.714
H 2.193 -1.489 -1.099
H 0.876 -2.669 -4.228
H 0.635 -0.889 -4.449
H 2.836 -0.510 -5.394
H 2.594 -1.489 -7.692
H 0.997 -1.050 -6.982
H 1.449 -2.644 -6.962
H 3.226 -3.456 -5.160
H 3.889 -2.292 -4.287
O -4.123 2.835 0.602
H -5.045 3.084 0.539
H -3.648 3.665 0.581
O -1.326 1.563 4.411
H -0.873 0.739 4.588
H -1.843 1.388 3.624
O 1.144 6.773 4.983
H 0.545 6.443 5.653
H 1.791 6.076 4.875
O -1.195 4.399 8.065
H -1.149 3.786 7.332
H -1.735 3.954 8.718
O 0.353 -2.711 6.456
H 0.664 -2.845 7.351
H -0.269 -3.423 6.309
O -5.418 -1.805 1.032
H -5.078 -0.936 0.820
H -6.340 -1.771 0.776
*
```

Charges per atom according to Mulliken partitioning, unit e:
1 C -0.76
2 O -0.29
3 C -0.71
4 C 0.40
5 C -1.44
6 N -0.71
7 H 0.30
8 H 0.30
9 H 0.26
10 H 0.40
11 H 0.36
12 H 0.27
13 H 0.32
14 H 0.37
15 H 0.33
16 H 0.26
17 H 0.34
18 O -0.63
19 H 0.32
20 H 0.32
21 O -0.64
22 H 0.33
23 H 0.32
24 O -0.64
25 H 0.33
26 H 0.32
27 O -0.64
28 H 0.33
29 H 0.31
30 O -0.64
31 H 0.32
32 H 0.32
33 O -0.64
34 H 0.32
35 H 0.32

# 2
A molecular structure, C3H6N4O. Source: OMol25; level of theory: ωB97M-V/def2-TZVPD.

Values from the calculation:
strongest force on any atom: 0.095 hartree/bohr
HOMO energy: -8.827 eV
calculated total energy: -11211.5204 eV
orbital gap: 9.403 eV

ORCA input file:
```
! RIJCOSX wB97M-V def2-TZVPD def2/J DEFGRID3
* xyz 0 1
C 2.633 0.119 -0.030
C 0.220 0.125 0.137
C -1.839 0.086 -0.067
H 2.254 0.977 -0.864
H 3.590 -0.749 -0.580
H 3.366 0.646 1.209
H 1.420 -1.338 -0.308
H -3.498 -1.056 -0.554
H -3.964 0.273 0.457
N 1.374 -0.533 0.248
N -0.092 1.380 0.099
N -1.555 1.302 -0.003
N -3.120 -0.432 0.147
O -0.790 -0.801 0.108
*
```

Charges per atom according to Mulliken partitioning, unit e:
1 C -0.74
2 C 0.61
3 C 0.38
4 H 0.29
5 H 0.26
6 H 0.22
7 H 0.25
8 H 0.25
9 H 0.29
10 N -0.19
11 N -0.42
12 N -0.34
13 N -0.50
14 O -0.35

# 3
16 unconnected molecules or ions with the total composition C37H113N25O16. Source: OMol25; level of theory: ωB97M-V/def2-TZVPD.

Values from the calculation:
strongest force on any atom: 0.080 hartree/bohr
HOMO energy: -8.637 eV
calculated total energy: -110219.2869 eV
orbital gap: 8.958 eV

ORCA input file:
```
! RIJCOSX wB97M-V def2-TZVPD def2/J DEFGRID3
* xyz 0 1
C -0.807 -5.135 5.667
C 0.551 -5.383 4.939
C 1.292 -4.140 4.491
O 0.583 -3.446 3.472
C 0.829 -3.888 2.164
N 1.406 -6.236 5.714
H -0.731 -4.744 6.706
H -1.245 -6.124 5.866
H -1.525 -4.432 5.189
H 0.333 -5.966 4.030
H 2.248 -4.519 4.147
H 1.388 -3.409 5.277
H 1.035 -4.950 2.182
H 1.629 -3.300 1.691
H -0.125 -3.756 1.602
H 1.027 -7.197 5.685
H 1.524 -5.922 6.653
C -1.120 1.510 -0.763
C -0.655 0.094 -1.108
C 0.898 -0.067 -0.884
O 1.205 -1.408 -1.199
C 2.660 -1.610 -1.106
N -1.461 -0.883 -0.432
H -0.720 1.812 0.231
H -2.200 1.728 -0.713
H -0.590 2.179 -1.442
H -0.713 -0.148 -2.188
H 1.185 0.174 0.135
H 1.442 0.628 -1.605
H 2.923 -2.659 -1.230
H 2.995 -1.251 -0.113
H 3.324 -1.071 -1.829
H -1.820 -0.518 0.432
H -0.902 -1.722 -0.221
C -0.773 1.352 -5.504
C -1.821 2.409 -5.453
C -2.840 2.251 -6.579
O -3.817 3.235 -6.373
C -5.083 2.907 -6.917
N -2.437 2.546 -4.136
H -0.223 1.347 -6.406
H -1.196 0.300 -5.370
H -0.098 1.478 -4.640
H -1.266 3.382 -5.688
H -3.291 1.254 -6.482
H -2.455 2.364 -7.613
H -5.592 2.057 -6.409
H -4.977 2.642 -8.030
H -5.699 3.798 -6.823
H -2.353 1.655 -3.644
H -3.356 2.981 -4.117
C 3.816 -0.117 2.675
C 3.783 0.918 3.742
C 4.972 1.859 3.729
O 5.078 2.644 4.899
C 6.307 3.246 4.957
N 2.494 1.641 3.889
H 3.117 -0.897 2.900
H 4.837 -0.395 2.378
H 3.417 0.485 1.800
H 3.901 0.339 4.674
H 4.855 2.452 2.809
H 5.918 1.299 3.563
H 7.064 2.468 4.944
H 6.332 3.831 5.893
H 6.559 3.943 4.130
H 2.374 2.277 3.103
H 2.590 2.085 4.774
C -5.378 0.714 3.054
C -4.906 -0.395 4.017
C -6.074 -0.891 4.785
O -5.662 -1.951 5.707
C -6.702 -2.876 5.778
N -4.271 -1.484 3.351
H -4.705 1.413 2.577
H -5.951 1.365 3.707
H -6.112 0.389 2.300
H -4.210 0.125 4.684
H -6.931 -1.263 4.185
H -6.493 -0.087 5.454
H -6.414 -3.791 6.274
H -7.081 -3.186 4.727
H -7.607 -2.489 6.296
H -3.374 -1.237 2.960
H -4.161 -2.329 3.919
C 5.605 -3.809 1.495
C 6.252 -4.681 0.442
C 7.771 -4.682 0.520
O 8.301 -3.396 0.183
C 9.737 -3.403 0.286
N 5.812 -6.146 0.703
H 4.513 -3.898 1.495
H 5.831 -2.725 1.398
H 5.996 -4.049 2.484
H 5.985 -4.437 -0.596
H 8.123 -5.409 -0.259
H 8.077 -5.067 1.506
H 10.138 -4.077 -0.421
H 9.995 -3.751 1.294
H 10.097 -2.420 -0.069
H 5.882 -6.345 1.697
H 4.884 -6.244 0.396
C -4.777 7.661 3.637
C -3.805 6.426 3.522
C -3.316 6.246 2.098
O -2.963 4.956 1.841
C -2.323 4.888 0.585
N -2.525 6.521 4.336
H -4.468 8.450 2.940
H -4.805 8.199 4.617
H -5.804 7.491 3.393
H -4.339 5.504 3.741
H -2.509 7.008 1.956
H -4.125 6.604 1.434
H -2.930 5.284 -0.228
H -2.151 3.815 0.355
H -1.338 5.440 0.637
H -2.700 6.494 5.314
H -2.097 7.408 4.084
C -1.125 0.793 2.849
O -2.127 0.179 2.445
N -1.082 2.162 2.794
N -0.010 0.123 3.214
H -0.206 2.669 2.931
H -1.880 2.695 2.556
H 0.762 0.610 3.589
H -0.142 -0.863 3.307
C -0.988 6.147 -3.080
O 0.137 5.786 -2.710
N -1.271 7.465 -3.140
N -1.951 5.221 -3.308
H -0.537 7.966 -2.733
H -2.177 7.942 -3.220
H -2.821 5.572 -3.560
H -1.845 4.173 -3.410
C 2.167 3.272 0.050
O 2.288 2.828 1.165
N 1.069 4.041 -0.224
N 2.995 3.033 -0.936
H 0.962 4.483 -1.126
H 0.688 4.485 0.602
H 3.494 2.130 -0.914
H 2.731 3.286 -1.904
C 3.147 4.046 -4.259
O 3.924 3.264 -4.804
N 1.940 3.626 -3.715
N 3.341 5.418 -4.027
H 1.672 2.830 -4.288
H 1.203 4.271 -3.528
H 4.302 5.583 -4.117
H 3.079 5.639 -3.056
C -4.068 -0.329 -3.743
O -4.860 0.470 -4.240
N -3.917 -0.377 -2.433
N -3.334 -1.198 -4.418
H -3.090 -0.766 -1.955
H -4.505 0.118 -1.842
H -2.665 -1.759 -3.899
H -2.930 -0.906 -5.265
C -4.880 -3.713 -0.069
O -4.794 -4.481 -0.995
N -5.649 -3.909 0.994
N -4.070 -2.591 0.038
H -5.825 -3.369 1.819
H -6.418 -4.548 0.866
H -4.128 -1.934 0.798
H -3.399 -2.540 -0.696
C 3.447 -4.783 -3.139
O 3.088 -4.707 -1.987
N 4.699 -4.398 -3.494
N 2.758 -5.286 -4.227
H 5.315 -4.585 -2.675
H 5.015 -4.805 -4.296
H 1.789 -5.498 -4.127
H 2.997 -4.900 -5.133
C 0.867 -2.116 -6.277
O 0.163 -3.011 -6.676
N 1.137 -1.930 -4.899
N 1.549 -1.229 -7.094
H 0.593 -2.584 -4.356
H 2.001 -1.444 -4.592
H 1.161 -0.692 -7.818
H 2.307 -0.676 -6.663
C -1.062 -3.592 -2.520
O -1.158 -2.519 -3.096
N -2.085 -4.536 -2.460
N 0.121 -4.004 -1.806
H -2.000 -5.246 -1.740
H -3.002 -4.304 -2.810
H 0.184 -4.976 -1.500
H 0.909 -3.380 -1.725
*
```

Here are the Mulliken charges for atoms 1 to 99, given in e:
1 C -1.31
2 C 0.82
3 C -0.97
4 O -0.28
5 C -0.52
6 N -0.70
7 H 0.32
8 H 0.37
9 H 0.19
10 H 0.20
11 H 0.27
12 H 0.38
13 H 0.51
14 H 0.07
15 H 0.05
16 H 0.28
17 H 0.24
18 C -1.03
19 C 1.15
20 C -0.87
21 O 0.91
22 C 0.00
23 N 0.73
24 H -0.03
25 H 0.64
26 H 0.43
27 H -0.55
28 H 0.14
29 H -0.11
30 H -0.24
31 H -0.25
32 H 0.23
33 H -0.38
34 H -0.11
35 C -1.08
36 C 1.34
37 C -0.93
38 O -0.35
39 C -0.70
40 N 0.09
41 H 0.77
42 H -0.23
43 H -0.21
44 H 0.04
45 H 0.31
46 H 0.41
47 H 0.28
48 H 0.27
49 H 0.25
50 H -0.86
51 H 0.36
52 C -0.56
53 C 0.22
54 C -0.90
55 O -0.31
56 C -0.74
57 N -0.42
58 H 0.14
59 H 0.20
60 H -0.17
61 H 0.39
62 H 0.29
63 H 0.43
64 H 0.33
65 H 0.25
66 H 0.28
67 H 0.39
68 H 0.25
69 C -1.61
70 C 0.89
71 C -1.08
72 O -0.33
73 C -0.65
74 N 0.08
75 H 0.33
76 H 0.46
77 H 0.29
78 H 0.15
79 H 0.44
80 H 0.31
81 H 0.29
82 H 0.22
83 H 0.29
84 H 0.01
85 H 0.19
86 C -1.27
87 C 1.30
88 C -0.97
89 O -0.29
90 C -0.77
91 N -0.72
92 H 0.32
93 H 0.26
94 H 0.37
95 H -0.45
96 H 0.40
97 H 0.35
98 H 0.34
99 H 0.31